Entry 1:
The following is a quantum chemistry calculation of C62H105N5O26 as an isolated structure at a distorted geometry, from the OMol25 dataset.

ΔE to the lowest compared entry with this formula, charge and spin ... 1123.63 kcal per mole
Largest force on an atom ... 17.92 eV/A
Orbital gap ... 5.4 eV

Each line ends with the Löwdin charge.
Atoms and positions in Å:
O: 2.901 7.224 -0.293  0.049
O: -5.303 0.385 -0.006  -0.009
O: -0.277 -5.410 0.878  -0.220
O: 2.028 4.197 -1.242  -0.243
O: -1.557 -1.162 -0.113  -0.100
O: 1.659 0.618 -0.931  -0.314
O: 8.379 -1.512 -1.725  0.097
O: -4.381 -2.604 1.336  -0.162
O: -0.354 -2.051 6.116  -0.142
O: 6.796 -2.960 -2.220  0.001
O: 0.096 -2.802 2.761  -0.207
O: -3.375 -3.369 4.211  -0.223
O: 4.909 7.936 0.274  0.067
O: 6.320 -1.228 -3.548  0.032
O: -0.543 3.768 1.428  -0.153
O: -6.468 -0.520 -5.097  -0.177
O: 6.835 0.686 -4.371  0.085
O: -0.804 0.038 3.754  -0.135
O: -4.244 0.053 -2.813  -0.088
O: -1.582 -3.907 -5.042  0.063
O: 0.307 -0.769 -7.139  -0.175
O: 2.690 2.532 4.710  -0.167
O: -3.193 0.514 0.433  0.014
O: 4.594 1.223 2.055  -0.335
O: -3.093 -2.463 -4.369  0.070
O: -0.990 -0.018 -4.413  -0.129
N: -2.372 -3.430 -4.223  -0.289
N: 4.025 7.077 0.261  -0.307
N: 6.031 -0.064 -3.828  -0.293
N: -4.373 0.941 0.591  -0.267
N: 7.242 -1.885 -1.619  -0.319
C: 5.615 5.570 1.560  0.038
C: -1.823 -5.316 -2.776  -0.006
C: 6.265 -0.908 -1.031  -0.138
C: 3.648 2.782 3.582  -0.043
C: 4.029 -0.206 -2.558  -0.034
C: -4.116 0.622 -1.523  -0.153
C: -3.073 -2.427 1.850  -0.160
C: 0.726 -0.448 -0.754  -0.099
C: 0.413 -3.016 1.426  -0.176
C: -0.667 0.286 -7.392  -0.098
C: -0.071 -1.014 -4.652  -0.237
C: 2.872 0.248 -2.093  -0.145
C: -2.437 -5.345 -0.407  -0.034
C: -3.026 -4.048 -0.581  -0.057
C: 5.099 -1.293 -0.324  0.033
C: 4.684 0.470 -3.538  -0.091
C: 4.073 1.599 -4.191  0.062
C: 2.243 1.350 -2.653  -0.049
C: 3.594 4.668 0.528  0.032
C: -0.590 4.031 2.771  -0.164
C: 2.815 1.944 -3.738  -0.116
C: -6.916 -1.176 -6.271  -0.124
C: -0.591 -0.705 6.146  -0.195
C: 5.989 4.246 1.890  -0.045
C: -4.570 2.205 1.375  -0.024
C: -2.857 -1.157 -0.700  -0.217
C: 5.229 3.190 1.543  -0.114
C: 0.409 -6.231 -0.030  -0.108
C: 1.332 2.795 4.475  -0.148
C: -3.623 3.803 3.006  -0.057
C: -5.869 2.823 1.560  0.029
C: 0.739 3.929 0.828  -0.161
C: 3.371 1.545 2.625  -0.170
C: 5.600 0.529 2.871  0.011
C: -1.145 -2.944 5.384  -0.140
C: -0.395 -3.995 0.441  -0.102
C: -0.296 0.743 2.594  -0.060
C: 2.144 4.083 -2.655  -0.079
C: -2.684 -3.528 2.921  -0.119
C: -2.416 -4.075 -2.877  -0.091
C: 2.111 1.247 0.281  -0.114
C: -3.116 -3.424 -1.835  0.034
C: -1.952 -5.940 -1.577  -0.114
C: -4.872 4.374 3.093  -0.087
C: -5.647 -1.376 -4.229  -0.159
C: -1.144 0.150 -2.957  -0.062
C: 3.966 3.373 0.954  -0.069
C: -4.944 -1.407 0.726  -0.067
C: 0.700 4.235 -0.689  -0.086
C: -3.483 2.723 2.119  0.028
C: 4.479 1.047 -0.183  -0.144
C: 4.390 5.754 0.850  -0.098
C: 5.620 1.479 -0.818  0.014
C: -0.058 -1.661 -6.030  -0.165
C: -0.678 0.014 -0.291  -0.099
C: 0.001 0.119 4.948  -0.153
C: -5.968 3.976 2.375  -0.065
C: -4.387 -4.366 4.381  -0.097
C: -5.424 -0.767 -2.874  -0.152
C: 4.167 -0.252 -0.053  -0.076
C: 0.296 -4.059 3.658  -0.034
C: 6.585 0.490 -1.160  0.039
H: 3.696 1.735 0.097  -0.016
H: -4.972 5.172 3.814  0.112
H: 2.095 0.678 1.210  0.101
H: 2.352 -0.351 -1.360  0.055
H: -6.075 -2.376 -4.149  0.128
H: 6.558 0.211 2.460  0.113
H: -4.660 -1.563 -4.653  0.087
H: -2.965 -1.472 2.364  0.148
H: 1.837 3.083 -2.962  0.004
H: 2.283 2.725 -4.260  0.115
H: 0.500 -2.067 0.897  0.071
H: 0.855 2.431 5.385  0.097
H: -0.615 -4.658 3.668  0.093
H: 7.430 0.897 -1.695  0.118
H: -2.476 -5.713 0.608  0.122
H: -6.992 4.221 2.619  0.111
H: -0.405 0.802 -8.316  0.079
H: -6.000 -1.331 0.984  0.144
H: -1.450 3.533 3.220  0.055
H: 1.451 -5.920 -0.098  0.099
H: -0.994 -2.176 -6.247  0.091
H: -3.738 -0.075 -0.774  -0.071
H: -1.320 -5.849 -3.569  0.132
H: 6.881 4.214 2.499  0.115
H: -0.162 0.253 -2.495  0.040
H: 1.157 3.871 4.457  0.097
H: 1.225 1.491 -2.321  0.132
H: 0.391 -7.228 0.411  0.102
H: -7.632 -1.972 -6.068  0.081
H: 0.531 -3.710 4.663  0.074
H: -1.871 0.910 -2.672  0.094
H: -3.269 -2.111 -0.370  0.048
H: -1.530 -0.712 -2.413  0.069
H: 0.289 3.832 3.383  0.017
H: -6.086 -1.540 -6.877  0.086
H: -6.760 2.604 0.989  0.111
H: 0.163 3.398 -1.135  0.127
H: -1.117 -3.950 5.803  0.124
H: -1.524 -6.927 -1.490  0.108
H: -0.718 0.442 0.710  0.035
H: -4.094 -5.403 4.544  0.084
H: -2.550 2.216 1.923  0.086
H: 1.332 4.747 1.237  0.130
H: -2.197 -2.667 5.319  0.091
H: 0.488 -0.870 -1.730  0.120
H: -5.388 -1.509 -2.076  0.110
H: 3.012 1.860 0.252  -0.033
H: 5.855 1.127 3.746  0.090
H: 0.786 0.828 2.488  0.081
H: 6.241 6.423 1.773  0.110
H: -0.191 -3.869 -0.622  0.140
H: -3.414 -3.623 0.333  0.073
H: 2.803 1.872 1.754  0.050
H: 1.439 -3.358 1.562  0.120
H: -5.131 -3.963 5.069  0.092
H: -0.637 5.117 2.839  0.117
H: -5.017 1.048 -1.083  0.078
H: -0.331 -0.280 7.115  0.125
H: 3.176 -0.473 0.314  0.120
H: 0.918 -0.560 -4.596  0.126
H: -1.122 0.783 -0.923  0.120
H: -0.146 -1.729 -3.833  0.117
H: -0.826 -2.839 4.347  0.026
H: -3.609 -2.464 -1.801  0.075
H: 4.607 2.213 -4.902  0.118
H: 3.223 4.083 -2.807  0.116
H: -4.333 -0.552 1.016  0.072
H: 0.628 -2.508 -6.048  0.127
H: -4.949 -4.583 3.472  0.076
H: 1.183 -1.275 -0.211  0.121
H: 4.864 -2.311 -0.050  0.130
H: 5.186 -0.326 3.407  0.103
H: 2.660 4.713 -0.013  0.040
H: 1.244 2.993 1.066  0.072
H: -0.864 1.665 2.469  0.068
H: -2.675 -4.573 2.611  0.126
H: -2.767 -1.155 -1.786  0.092
H: 1.740 4.803 -3.367  0.115
H: -1.583 -0.209 -7.715  0.077
H: 0.903 2.293 3.608  0.050
H: -2.274 -2.443 1.109  0.073
H: -1.663 -0.510 6.149  0.124
H: 1.399 2.037 0.517  0.076
H: 5.563 2.248 1.952  0.065
H: 3.456 3.767 3.156  0.123
H: -3.419 -0.355 -0.223  -0.159
H: 5.712 2.538 -1.005  0.132
H: -2.945 4.102 3.791  0.103
H: -1.454 -3.760 0.551  0.047
H: 4.671 2.810 3.957  0.122
H: -1.025 1.006 -6.656  0.077
H: -4.801 -1.492 -0.351  0.083
H: 2.858 0.742 3.155  0.148
H: -3.429 1.461 -1.635  0.150
H: 4.485 -1.106 -2.171  0.113
H: -6.300 -0.176 -2.606  0.137
H: 0.326 5.216 -0.983  0.147
H: -0.633 0.314 1.650  0.020
H: 1.024 -0.235 4.821  0.129
H: 3.281 2.546 0.841  0.010
H: 0.126 1.177 5.180  0.064
H: -7.473 -0.468 -6.885  0.083
H: -0.151 -6.277 -0.964  0.038
H: -1.617 -3.414 3.114  0.046
H: 1.194 -4.611 3.382  0.101


Entry 2:
The following is a quantum chemistry calculation of C62H47AuBrN2O3P2S as an isolated structure, from the OMol25 dataset.

Spin multiplicity ... 3
Net charge ... +3
ΔE to the lowest compared entry with this formula, charge and spin ... 0.00 kcal per mole
Largest force on an atom ... 0.69 eV/A
Orbital gap (spin up / spin down) ... 7.2 / 5.2 eV
⟨S²⟩ ... 2.0312

Each line ends with the Mulliken spin population.
Atoms and positions in Å:
Au: -0.247 -0.063 0.159  0.274
Br: -1.710 7.211 -2.181  0.065
S: -2.122 -1.451 1.019  0.183
P: 0.054 0.619 2.428  0.005
P: -0.264 -1.320 -1.855  0.087
O: -2.982 -0.391 1.553  0.098
O: 0.772 1.974 -0.927  0.348
O: -1.835 2.222 -0.643  0.083
N: 3.327 4.933 -2.363  0.013
N: 3.095 2.828 -1.912  0.016
C: 2.450 3.989 -1.996  0.026
C: -0.461 2.332 2.690  0.016
C: -1.541 -2.440 2.332  0.059
C: -0.955 -2.041 5.974  0.002
C: -0.852 0.722 -3.624  0.035
C: -3.046 -2.470 -0.066  0.027
C: -1.350 4.950 2.945  0.000
C: -1.333 -3.937 4.673  0.013
C: 0.459 3.373 2.776  0.005
C: 1.058 -2.546 -1.754  -0.010
C: 1.838 0.517 2.711  0.009
C: -0.758 -0.698 6.146  0.002
C: 3.791 -0.066 3.994  0.000
C: 1.431 -0.053 -3.671  0.011
C: -1.831 2.602 2.738  0.006
C: -0.529 1.729 -4.517  -0.016
C: -1.848 -2.477 -3.688  -0.001
C: -4.192 -2.960 0.553  0.029
C: -5.161 -3.709 -0.116  0.003
C: 1.747 0.953 -4.577  -0.005
C: 0.252 3.068 -1.236  0.146
C: 4.044 0.969 1.840  0.004
C: -2.269 3.908 2.871  0.002
C: 5.497 2.113 -2.319  -0.002
C: -0.722 -0.390 3.699  0.015
C: -5.812 -4.678 -2.443  0.001
C: -1.180 3.289 -1.061  0.122
C: -3.854 -3.713 -3.473  0.003
C: 2.404 -4.254 -2.795  0.002
C: 1.697 -2.794 -0.541  0.008
C: -1.754 4.519 -1.331  -0.066
C: 4.608 0.433 2.991  0.005
C: -3.255 2.331 -0.398  -0.014
C: 3.033 -4.498 -1.579  0.000
C: -0.601 0.094 4.993  0.000
C: -0.966 5.554 -1.809  0.195
C: -1.109 -1.752 3.512  0.004
C: 1.024 4.179 -1.764  0.024
C: 6.865 4.017 -2.981  0.004
C: 0.129 -0.174 -3.197  -0.002
C: -2.814 -2.646 -1.464  0.016
C: -1.127 -2.544 4.667  0.005
C: 4.585 4.358 -2.532  0.010
C: -1.778 -2.177 -2.333  0.009
C: -1.555 -4.591 3.488  0.000
C: 0.773 1.848 -4.994  0.005
C: 2.668 1.001 1.696  -0.025
C: 6.711 2.649 -2.694  0.004
C: -1.710 -3.815 2.329  0.026
C: 2.681 -3.769 -0.455  0.006
C: -1.264 -4.442 6.087  -0.003
C: -4.962 -3.935 -1.454  -0.001
C: -2.863 -3.238 -4.285  -0.001
C: -1.062 -3.175 6.957  0.000
C: 0.418 5.376 -2.037  0.077
C: 4.432 3.005 -2.245  0.009
C: -3.824 -3.405 -2.095  -0.005
C: 0.009 4.682 2.900  0.002
C: -5.067 -4.540 -3.790  0.000
C: 1.419 -3.287 -2.882  0.003
C: 2.409 -0.024 3.859  0.001
C: 5.809 4.901 -2.907  -0.001
H: 2.232 1.422 0.797  0.003
H: -6.030 -4.073 0.413  0.001
H: -6.815 -4.249 -2.480  0.000
H: 3.117 5.911 -2.485  0.000
H: -1.297 2.408 -4.864  0.003
H: -1.074 -2.096 -4.343  0.001
H: -3.767 2.548 -1.335  0.005
H: 0.957 6.223 -2.438  0.003
H: 5.384 1.061 -2.099  0.000
H: -1.904 -3.013 7.632  0.000
H: -5.928 -5.719 -2.137  0.000
H: 1.522 3.172 2.771  0.000
H: 2.606 1.977 -1.660  -0.011
H: 1.792 -0.423 4.652  0.000
H: 4.227 -0.489 4.889  0.000
H: 2.680 -4.823 -3.672  0.000
H: 1.017 2.618 -5.713  0.001
H: 5.930 5.952 -3.130  0.000
H: -2.842 -3.429 -5.349  0.000
H: -4.770 -5.509 -4.194  0.000
H: 5.683 0.402 3.105  0.000
H: -2.546 1.788 2.691  0.000
H: -5.679 -4.055 -4.551  0.000
H: -2.178 -4.978 6.348  0.001
H: -1.689 -5.663 3.438  0.000
H: -0.443 -5.152 6.200  0.001
H: -1.697 5.968 3.064  0.000
H: 3.169 -3.957 0.492  0.000
H: 3.798 -5.260 -1.514  0.000
H: -2.021 -4.307 1.418  0.000
H: 7.574 2.003 -2.771  0.000
H: 4.682 1.361 1.058  0.000
H: 1.435 -2.231 0.349  0.009
H: -2.811 4.681 -1.181  0.002
H: -4.343 -2.742 1.604  0.003
H: -3.435 3.109 0.342  0.004
H: 7.840 4.381 -3.270  0.000
H: 2.195 -0.757 -3.360  -0.001
H: -1.873 0.627 -3.271  0.003
H: -3.549 1.365 -0.002  0.000
H: 2.752 1.019 -4.974  0.000
H: 0.934 -3.113 -3.835  0.000
H: -0.169 -3.241 7.578  0.000
H: -0.321 1.134 5.133  0.000
H: -0.666 -0.247 7.125  0.000
H: 0.725 5.488 2.990  0.000
H: -3.329 4.116 2.941  0.000